Computed, not measured: a 2-piece molecular cluster, C4H13NS overall in a non-equilibrium geometry, with ωB97M-V with the def2-TZVPD basis set.

Its LUMO energy is 0.889 eV. For the orbital gap, the calculation gives 9.825 eV.

Structure (ORCA input):
```
! wB97M-V def2-TZVPD RIJCOSX def2/J DEFGRID3
* xyz 0 1
C 0.27 3.33 -0.49
C 1.41 2.59 -1.21
N 1.29 1.13 -1.11
H 0.28 4.39 -0.69
H 0.20 2.98 0.54
H -0.58 2.93 -1.04
H 2.34 2.90 -0.73
H 1.30 2.77 -2.29
H 0.34 0.85 -1.31
H 1.83 0.41 -1.57
C -0.78 -1.84 1.49
C -0.98 -2.96 0.50
S -0.73 -4.60 1.33
H -1.58 -1.61 2.21
H 0.11 -1.92 2.12
H -0.61 -0.99 0.82
H -1.91 -2.83 -0.03
H -0.20 -2.89 -0.26
H -2.03 -4.65 1.70
*
```

***

Computed, not measured: C36H24AlCl88N2O3S as an isolated structure in a non-equilibrium geometry, with ωB97M-V with the def2-TZVPD basis set.

Its LUMO energy is 1.089 eV. For the orbital gap, the calculation gives 6.508 eV.

Structure (ORCA input):
```
! wB97M-V def2-TZVPD RIJCOSX def2/J DEFGRID3
* xyz -1 1
C -1.13 -3.54 2.56
C -0.30 -3.33 1.29
O 0.85 -4.16 1.32
C -1.10 -3.74 0.04
N -0.20 -3.82 -1.12
C -0.55 -2.85 -2.16
C -0.15 -1.42 -1.82
O 1.24 -1.16 -2.03
Al 1.84 -0.19 -0.60
S 2.82 -1.58 1.00
C 3.32 1.11 -1.08
C 3.65 1.80 0.27
C 3.67 3.34 0.24
O 3.82 3.95 -0.80
N 3.51 3.99 1.52
C 3.03 5.34 1.44
C 1.78 5.58 1.95
C 1.22 6.83 1.96
C 1.95 7.87 1.44
C 3.19 7.65 0.91
C 3.73 6.39 0.91
H -0.77 -2.87 3.35
H -0.98 -4.55 2.96
H -2.21 -3.41 2.40
H 0.04 -2.29 1.15
H 1.53 -3.78 1.90
H -1.92 -3.03 -0.14
H -1.57 -4.71 0.26
H -0.34 -4.74 -1.52
H -1.63 -2.84 -2.40
H -0.03 -3.13 -3.09
H -0.36 -1.25 -0.75
H -0.71 -0.70 -2.45
H 0.61 0.65 0.01
H 2.35 -1.05 2.15
H 3.01 1.75 -1.90
H 4.18 0.48 -1.34
H 2.86 1.54 1.00
H 4.59 1.42 0.69
H 4.36 3.98 2.08
H 1.22 4.75 2.37
H 0.22 6.98 2.37
H 1.52 8.87 1.47
H 3.74 8.49 0.50
H 4.72 6.20 0.52
C 2.74 2.77 -5.24
Cl 1.24 3.54 -5.81
Cl 3.65 2.13 -6.63
Cl 3.74 3.96 -4.42
Cl 2.34 1.45 -4.14
C 6.00 1.41 3.84
Cl 7.65 0.86 4.19
Cl 6.04 3.09 3.30
Cl 5.29 0.42 2.58
Cl 5.02 1.27 5.31
C 2.63 6.14 -9.14
Cl 2.75 7.84 -8.65
Cl 3.64 5.88 -10.57
Cl 3.19 5.11 -7.83
Cl 0.95 5.74 -9.50
C 10.99 -0.52 1.83
Cl 11.61 -2.15 1.56
Cl 9.46 -0.31 0.97
Cl 10.73 -0.26 3.56
Cl 12.17 0.66 1.23
C 5.92 8.44 -3.99
Cl 5.32 6.89 -3.39
Cl 4.57 9.44 -4.52
Cl 6.79 9.27 -2.68
Cl 7.02 8.17 -5.35
C 2.50 9.59 5.47
Cl 2.53 8.61 4.00
Cl 0.82 9.92 5.93
Cl 3.31 8.72 6.79
Cl 3.34 11.12 5.19
C 1.96 -2.12 5.51
Cl 1.93 -3.21 4.12
Cl 0.31 -1.85 6.09
Cl 2.92 -2.85 6.81
Cl 2.67 -0.58 5.04
C 4.86 4.54 8.36
Cl 4.62 6.27 8.68
Cl 4.68 4.21 6.64
Cl 6.49 4.07 8.88
Cl 3.67 3.61 9.27
C -5.01 -3.92 -1.04
Cl -4.34 -5.35 -1.84
Cl -4.23 -2.47 -1.67
Cl -6.75 -3.83 -1.35
Cl -4.74 -4.05 0.71
C -5.28 0.66 1.04
Cl -5.57 1.26 -0.59
Cl -4.93 -1.07 0.91
Cl -3.92 1.51 1.76
Cl -6.73 0.90 2.04
C -4.21 -0.18 -4.87
Cl -4.73 -1.86 -5.10
Cl -2.46 -0.07 -5.11
Cl -5.01 0.85 -6.06
Cl -4.64 0.33 -3.24
C -2.46 -0.22 8.62
Cl -2.51 -1.31 7.24
Cl -4.10 0.06 9.21
Cl -1.49 -0.94 9.91
Cl -1.74 1.32 8.14
C -1.16 1.92 12.82
Cl -1.10 0.51 13.89
Cl -2.78 2.08 12.14
Cl -0.76 3.38 13.75
Cl 0.01 1.72 11.52
C 2.60 -7.09 3.20
Cl 3.28 -8.71 2.96
Cl 1.02 -7.01 2.41
Cl 2.42 -6.76 4.94
Cl 3.67 -5.89 2.48
C 0.36 2.53 -12.03
Cl -0.01 2.97 -13.71
Cl 0.81 0.83 -11.95
Cl 1.70 3.51 -11.44
Cl -1.06 2.82 -11.02
C -6.47 1.47 -9.90
Cl -6.99 -0.20 -10.13
Cl -4.71 1.58 -10.09
Cl -7.25 2.50 -11.11
Cl -6.92 2.02 -8.28
C 3.35 -8.25 -1.36
Cl 2.33 -6.82 -1.19
Cl 4.41 -8.05 -2.76
Cl 4.32 -8.44 0.11
Cl 2.34 -9.69 -1.58
C -10.16 -5.95 -0.46
Cl -10.44 -4.22 -0.23
Cl -10.39 -6.36 -2.16
Cl -8.51 -6.35 0.03
Cl -11.31 -6.87 0.53
C -5.46 -5.79 -6.46
Cl -4.75 -7.32 -6.97
Cl -4.81 -4.47 -7.43
Cl -7.22 -5.86 -6.66
Cl -5.07 -5.49 -4.76
C -6.97 -0.74 11.95
Cl -7.40 -0.06 10.38
Cl -6.59 -2.45 11.77
Cl -5.57 0.12 12.61
Cl -8.34 -0.55 13.06
C -7.88 -8.60 -3.60
Cl -7.86 -9.95 -2.46
Cl -6.92 -9.02 -5.03
Cl -9.54 -8.26 -4.09
Cl -7.19 -7.17 -2.83
C -0.96 -3.07 -8.34
Cl 0.73 -3.41 -7.96
Cl -1.06 -1.54 -9.22
Cl -1.62 -4.37 -9.34
Cl -1.89 -2.93 -6.85
*
```

***

Computed, not measured: a 2-piece molecular cluster, C3H9N4O overall in a non-equilibrium geometry, with ωB97M-V with the def2-TZVPD basis set.

Its LUMO energy (alpha / beta) is -4.835 / -4.836 eV. For the orbital gap (alpha / beta), the calculation gives 8.157 / 8.156 eV.

Structure (ORCA input):
```
! wB97M-V def2-TZVPD RIJCOSX def2/J DEFGRID3
* xyz 1 1
C 0.35 1.79 0.89
C -0.06 -2.35 1.21
C -0.54 -1.06 0.49
N -0.19 2.05 -1.34
N 0.53 2.35 -0.24
N 0.36 -0.37 -0.31
N 0.12 0.15 -1.52
O 0.02 1.57 1.97
H 1.00 -2.53 1.13
H -0.32 -2.33 2.29
H -0.70 -3.22 0.93
H -1.55 -1.14 0.00
H -0.63 -0.34 1.33
H 0.20 2.52 -2.23
H 1.45 2.93 -0.31
H -0.83 -0.16 -1.99
H 0.81 0.15 -2.29
*
```

***

Computed, not measured: C32H37Cl6F3N5NiO2 as an isolated structure in a non-equilibrium geometry, with ωB97M-V with the def2-TZVPD basis set.

Its LUMO energy (alpha / beta) is -3.022 / -4.102 eV. For the orbital gap (alpha / beta), the calculation gives 8.109 / 7.029 eV.

Structure (ORCA input):
```
! wB97M-V def2-TZVPD RIJCOSX def2/J DEFGRID3
* xyz 1 3
Ni -0.70 1.46 -3.29
C -1.31 0.47 -0.15
O -0.29 -0.43 0.26
O -1.03 0.85 -1.40
C -2.64 -0.31 -0.04
F -2.96 -0.68 1.21
F -3.68 0.37 -0.55
F -2.55 -1.47 -0.74
C 0.11 -0.48 1.61
C 1.18 -1.59 1.69
H 1.08 -2.40 0.96
H 2.12 -1.09 1.45
H 1.25 -2.06 2.67
H -0.68 -0.85 2.27
H 0.51 0.43 2.05
H -1.31 1.29 0.59
N -2.64 2.15 -3.50
C -3.62 1.31 -3.20
C -4.96 1.65 -3.22
C -5.31 2.96 -3.57
C -4.28 3.82 -3.97
C -2.97 3.42 -3.82
H -3.39 0.33 -2.79
H -5.73 0.92 -3.07
H -6.36 3.21 -3.55
H -4.50 4.84 -4.24
H -2.17 3.98 -4.30
N 0.01 3.39 -2.65
C -0.46 3.96 -1.53
C -0.08 5.20 -1.02
C 0.67 6.00 -1.84
C 1.25 5.44 -2.98
C 0.99 4.11 -3.26
H -1.26 3.39 -1.08
H -0.46 5.54 -0.06
H 1.01 6.99 -1.55
H 2.02 5.95 -3.55
H 1.55 3.60 -4.03
N 0.34 -5.67 -3.90
C -0.97 -5.53 -3.73
C -1.53 -4.86 -2.64
C -0.68 -4.18 -1.78
C 0.69 -4.31 -1.93
C 1.15 -5.06 -3.01
H -1.64 -6.03 -4.42
H -2.59 -4.87 -2.46
H -1.18 -3.60 -1.01
H 1.42 -3.78 -1.33
H 2.21 -5.12 -3.22
N 2.93 -2.17 7.57
C 1.90 -1.48 7.07
C 1.97 -0.86 5.83
C 3.08 -0.98 5.02
C 4.14 -1.71 5.57
C 4.05 -2.25 6.83
H 0.98 -1.52 7.63
H 1.12 -0.36 5.37
H 3.19 -0.42 4.11
H 5.04 -1.78 4.97
H 4.82 -2.87 7.25
N 1.42 0.65 -3.12
C 2.63 1.13 -3.47
C 3.82 0.58 -3.04
C 3.79 -0.55 -2.25
C 2.56 -1.16 -1.98
C 1.43 -0.51 -2.43
H 2.65 1.91 -4.21
H 4.76 1.07 -3.26
H 4.63 -1.02 -1.77
H 2.56 -2.10 -1.45
H 0.48 -0.96 -2.18
C 2.63 2.05 0.34
Cl 2.99 3.55 -0.54
Cl 2.34 2.28 2.02
H 1.82 1.56 -0.20
H 3.49 1.40 0.26
C -2.09 0.79 5.31
Cl -2.68 -0.49 6.34
Cl -3.44 1.68 4.50
H -1.49 1.47 5.91
H -1.43 0.41 4.53
C -2.47 -4.02 3.38
Cl -1.74 -2.58 4.15
Cl -1.31 -5.02 2.48
H -2.81 -4.60 4.23
H -3.36 -3.74 2.82
*
```

***

Number 1: energy -16683.16995 eV. Number 2: energy -1166245.33206 eV. Number 3: energy -11251.49175 eV. Number 4: energy -169653.01294 eV.